Here is 7 unconnected molecules or ions with the total composition C55H58N5O26 at a distorted geometry from the Open Molecules 2025 dataset. Energies are from wB97M-V/def2-TZVPD.

Bonds (Å) are listed after each position.
Positions of all 144 atoms, in Å:
1 N 10.085 3.133 0.984  C2 1.294, H27 1.009, H28 1.007
2 C 9.670 2.858 2.178  N1 1.294, N3 1.334, N26 1.420
3 N 9.976 3.492 3.312  C2 1.334, C4 1.500, H29 1.016
4 C 8.999 2.993 4.333  N3 1.500, C5 1.527, H30 1.083, H31 1.084
5 C 7.926 2.364 3.447  C4 1.527, C6 1.522, O23 1.425, N26 1.493
6 C 7.005 1.418 4.204  C5 1.522, C7 1.527, H32 1.088, H33 1.085
7 C 6.410 0.333 3.309  C6 1.527, C8 1.516, H34 1.090, H35 1.087
8 C 5.509 -0.613 4.078  C7 1.516, C9 1.528, H36 1.090, H37 1.089
9 C 4.557 -1.391 3.171  C8 1.528, C10 1.542, H38 1.090, H39 1.084
10 C 3.260 -0.616 2.861  C9 1.542, C11 1.540, H40 1.087, H41 1.086
11 C 1.962 -1.373 3.198  C10 1.540, C12 1.549, H42 1.085, H43 1.087
12 C 0.941 -0.532 4.005  C11 1.549, C13 1.527, H44 1.085, H45 1.087
13 C -0.449 -0.492 3.374  C12 1.527, C14 1.528, H46 1.084, H47 1.088
14 C -1.229 0.786 3.684  C13 1.528, C15 1.524, H48 1.084, H49 1.092
15 C -0.549 2.047 3.163  C14 1.524, C16 1.533, H50 1.089, H51 1.089
16 C -1.532 3.199 2.923  C15 1.533, C17 1.533, H52 1.081, H53 1.088
17 C -1.029 4.182 1.860  C16 1.533, N18 1.461, H54 1.087, H55 1.086
18 N -0.725 5.523 2.354  C17 1.461, C19 1.373, C22 1.364
19 C -0.883 6.070 3.604  N18 1.373, C20 1.377, H56 1.070
20 C -0.454 7.378 3.560  C19 1.377, C21 1.416, H57 1.074
21 C -0.026 7.656 2.239  C20 1.416, C22 1.380, H58 1.071
22 C -0.208 6.483 1.536  N18 1.364, C21 1.380, H59 1.076
23 O 7.160 3.313 2.709  C5 1.425, N24 1.481
24 N 7.181 4.663 3.317  O23 1.481, O25 1.146
25 O 6.246 4.857 3.949  N24 1.146
26 N 8.790 1.763 2.388  C2 1.420, C5 1.493, H60 1.023
27 H 10.699 3.916 0.819  N1 1.009
28 H 9.775 2.574 0.206  N1 1.007
29 H 10.029 4.506 3.280  N3 1.016
30 H 8.674 3.738 5.050  C4 1.083
31 H 9.529 2.241 4.907  C4 1.084
32 H 7.563 0.971 5.024  C6 1.088
33 H 6.212 2.040 4.604  C6 1.085
34 H 5.819 0.834 2.541  C7 1.090
35 H 7.226 -0.186 2.813  C7 1.087
36 H 4.930 -0.045 4.806  C8 1.090
37 H 6.118 -1.297 4.669  C8 1.089
38 H 5.084 -1.545 2.229  C9 1.090
39 H 4.361 -2.374 3.582  C9 1.084
40 H 3.285 0.349 3.360  C10 1.087
41 H 3.238 -0.432 1.791  C10 1.086
42 H 1.491 -1.679 2.269  C11 1.085
43 H 2.170 -2.290 3.743  C11 1.087
44 H 0.890 -0.911 5.019  C12 1.085
45 H 1.333 0.482 4.049  C12 1.087
46 H -0.415 -0.623 2.298  C13 1.084
47 H -1.013 -1.326 3.786  C13 1.088
48 H -1.400 0.873 4.750  C14 1.084
49 H -2.217 0.670 3.233  C14 1.092
50 H 0.155 2.385 3.923  C15 1.089
51 H 0.006 1.801 2.259  C15 1.089
52 H -1.794 3.685 3.853  C16 1.081
53 H -2.439 2.747 2.528  C16 1.088
54 H -0.111 3.794 1.429  C17 1.087
55 H -1.742 4.268 1.046  C17 1.086
56 H -1.286 5.535 4.439  C19 1.070
57 H -0.427 8.087 4.366  C20 1.074
58 H 0.352 8.576 1.841  C21 1.071
59 H 0.008 6.274 0.503  C22 1.076
60 H 9.383 1.045 2.812  N26 1.023
61 C -1.161 -3.019 -1.027  C62 1.337, C67 1.451, H71 1.081
62 C -1.369 -2.690 -2.306  C61 1.337, C63 1.504, O70 1.332
63 C -2.192 -1.496 -2.705  C62 1.504, O64 1.216, C65 1.453
64 O -2.301 -1.265 -3.894  C63 1.216
65 C -2.796 -0.696 -1.653  C63 1.453, C66 1.337, H72 1.082
66 C -2.594 -1.031 -0.375  C65 1.337, C67 1.501, O69 1.331
67 C -1.751 -2.209 0.022  C61 1.451, C66 1.501, O68 1.217
68 O -1.594 -2.400 1.214  C67 1.217
69 O -3.105 -0.344 0.644  C66 1.331, H73 0.977
70 O -0.860 -3.382 -3.325  C62 1.332, H74 0.978
71 H -0.562 -3.871 -0.733  C61 1.081
72 H -3.390 0.162 -1.938  C65 1.082
73 H -2.801 -0.795 1.454  O69 0.977
74 H -1.166 -2.927 -4.135  O70 0.978
75 C -4.456 2.599 9.156  C76 1.339, C81 1.453, H85 1.081
76 C -3.542 2.823 8.203  C75 1.339, C77 1.505, O84 1.327
77 C -3.027 1.720 7.318  C76 1.505, O78 1.220, C79 1.448
78 O -2.208 2.015 6.464  C77 1.220
79 C -3.525 0.376 7.527  C77 1.448, C80 1.341, H86 1.081
80 C -4.439 0.148 8.482  C79 1.341, C81 1.507, O83 1.322
81 C -4.972 1.256 9.353  C75 1.453, C80 1.507, O82 1.215
82 O -5.810 0.963 10.183  C81 1.215
83 O -4.941 -1.049 8.734  C80 1.322, H87 0.977
84 O -3.020 4.019 7.963  C76 1.327, H88 0.976
85 H -4.833 3.385 9.795  C75 1.081
86 H -3.138 -0.412 6.895  C79 1.081
87 H -5.578 -0.931 9.465  O83 0.977
88 H -2.392 3.897 7.226  O84 0.976
89 C -3.794 3.361 -1.341  C90 1.340, C95 1.452, H99 1.082
90 C -3.850 4.632 -0.923  C89 1.340, C91 1.506, O98 1.327
91 C -4.274 5.753 -1.836  C90 1.506, O92 1.215, C93 1.452
92 O -4.311 6.874 -1.367  C91 1.215
93 C -4.606 5.434 -3.213  C91 1.452, C94 1.340, H100 1.081
94 C -4.546 4.162 -3.633  C93 1.340, C95 1.504, O97 1.326
95 C -4.146 3.042 -2.714  C89 1.452, C94 1.504, O96 1.218
96 O -4.126 1.913 -3.170  C95 1.218
97 O -4.831 3.794 -4.874  C94 1.326, H101 0.976
98 O -3.539 5.005 0.312  C90 1.327, H102 0.978
99 H -3.494 2.549 -0.692  C89 1.082
100 H -4.895 6.247 -3.864  C93 1.081
101 H -4.711 2.825 -4.908  O97 0.976
102 H -3.669 5.974 0.345  O98 0.978
103 C -2.511 -6.533 -3.802  C104 1.339, C109 1.448, H113 1.081
104 C -2.048 -7.270 -4.819  C103 1.339, C105 1.504, O112 1.326
105 C -2.944 -8.184 -5.609  C104 1.504, O106 1.217, C107 1.452
106 O -2.448 -8.809 -6.528  C105 1.217
107 C -4.341 -8.282 -5.225  C105 1.452, C108 1.338, H114 1.081
108 C -4.801 -7.545 -4.207  C107 1.338, C109 1.504, O111 1.328
109 C -3.910 -6.608 -3.438  C103 1.448, C108 1.504, O110 1.219
110 O -4.416 -5.956 -2.541  C109 1.219
111 O -6.065 -7.573 -3.800  C108 1.328, H115 0.976
112 O -0.782 -7.255 -5.213  C104 1.326, H116 0.977
113 H -1.878 -5.867 -3.231  C103 1.081
114 H -4.973 -8.957 -5.786  C107 1.081
115 H -6.123 -6.945 -3.055  O111 0.976
116 H -0.729 -7.875 -5.966  O112 0.977
117 C -3.317 -6.262 -9.082  C118 1.341, C123 1.447, H127 1.082
118 C -3.560 -5.893 -10.349  C117 1.341, C119 1.507, O126 1.323
119 C -4.383 -4.675 -10.680  C118 1.507, O120 1.215, C121 1.453
120 O -4.538 -4.404 -11.855  C119 1.215
121 C -4.942 -3.901 -9.586  C119 1.453, C122 1.339, H128 1.081
122 C -4.702 -4.272 -8.322  C121 1.339, C123 1.504, O125 1.327
123 C -3.859 -5.475 -7.995  C117 1.447, C122 1.504, O124 1.220
124 O -3.675 -5.733 -6.817  C123 1.220
125 O -5.178 -3.617 -7.271  C122 1.327, H129 0.976
126 O -3.103 -6.558 -11.397  C118 1.323, H130 0.977
127 H -2.729 -7.134 -8.832  C117 1.082
128 H -5.544 -3.038 -9.834  C121 1.081
129 H -4.853 -4.091 -6.482  O125 0.976
130 H -3.422 -6.078 -12.186  O126 0.977
131 C 2.789 0.319 -3.289  C132 1.339, C137 1.452, H141 1.081
132 C 3.719 0.597 -4.213  C131 1.339, C133 1.505, O140 1.326
133 C 4.129 -0.405 -5.259  C132 1.505, O134 1.217, C135 1.450
134 O 4.973 -0.058 -6.064  C133 1.217
135 C 3.505 -1.714 -5.243  C133 1.450, C136 1.342, H142 1.081
136 C 2.574 -1.997 -4.320  C135 1.342, C137 1.508, O139 1.324
137 C 2.152 -0.986 -3.284  C131 1.452, C136 1.508, O138 1.216
138 O 1.298 -1.318 -2.484  C137 1.216
139 O 1.958 -3.167 -4.256  C136 1.324, H143 0.979
140 O 4.349 1.762 -4.284  C132 1.326, H144 0.977
141 H 2.488 1.031 -2.535  C131 1.081
142 H 3.814 -2.429 -5.992  C135 1.081
143 H 1.309 -3.119 -3.525  O139 0.979
144 H 4.955 1.691 -5.048  O140 0.977

Output
Energy relative to the best compared isomer or geometry (same formula, charge and spin) = 0.000 eV
Frontier orbital gap = 5.47 eV
Spin multiplicity = 1
HOMO level = -9.4 eV
LUMO = -0.1445 Ha
Total charge = +1
Calculated total energy = -4360.26854 a.u.

Löwdin population analysis, charges in e, atoms 1 to 4: 0.29, -0.37, 0.15, -0.06